Molecular formula: H29O14
Method: DFT, ωB97M-V/def2-TZVPD

The value obtained for the orbital gap is 10.70 eV. The value obtained for the total energy is -29129.852 eV. The relative energy (zero: lowest compared OMol25 entry of this formula, charge and spin) comes out at 267.0 kJ/mol. The highest occupied orbital energy is -13.669 eV.

ORCA input file:
```
! wB97M-V def2-TZVPD RIJCOSX def2/J DEFGRID3
* xyz 1 1
O 0.10540 -0.20540 -0.33081
H 0.68840 -0.73840 0.29519
H -0.44860 -0.71340 -0.91481
H -0.41760 0.38160 0.27419
O -1.57960 1.23860 1.44419
H -2.33260 1.77960 1.23619
H -1.34260 1.43660 2.36319
O -3.28960 0.05660 -0.46181
H -3.37160 -0.67140 0.11919
H -4.18460 0.38260 -0.37581
O -0.99360 -1.44140 -2.52781
H -1.35260 -0.93840 -3.27481
H -1.50760 -2.27140 -2.52081
O 1.86740 -2.08640 0.47619
H 1.64540 -2.55440 1.27419
H 1.65040 -2.60240 -0.30581
O 3.08040 0.68760 -0.47581
H 3.28640 1.52060 -0.88681
H 3.98540 0.45160 -0.34581
O -1.36760 -2.77340 0.54719
H -1.16860 -2.54240 1.41419
H -2.32760 -2.71640 0.47619
O -1.37160 1.70160 -1.78381
H -2.01660 1.25760 -1.28081
H -0.94860 2.22660 -1.17481
O 1.98840 1.35460 1.97819
H 2.55840 1.12760 1.27419
H 2.56540 1.80460 2.54219
O 2.15540 -1.37740 -2.22381
H 1.90940 -1.32140 -3.15381
H 1.93840 -0.52140 -1.98281
O -2.77460 -0.94840 2.43119
H -2.27260 -0.32040 1.94119
H -3.62660 -1.18640 1.99019
O 1.42040 1.39460 -2.75781
H 2.38840 1.29760 -2.76281
H 1.32340 1.83760 -1.90381
O 0.15840 -1.02440 2.81119
H 1.10940 -0.98240 2.99319
H -0.27760 -0.50840 3.53219
O 0.78240 2.63360 -0.23181
H 1.23040 2.32760 0.57619
H 1.13540 3.54660 -0.31281
*
```